Entry w
Density functional theory data (ωB97M-V with the def2-TZVPD basis set) for the molecule C7H11NSi.

## Properties
- Orbital gap: 8.59 eV
- SMILES: C#C/C=C\C=C\[Si@@H](C)N
- Net charge: 0

Atoms and positions in Å:
C1 -0.9126 2.4316 2.9582
C2 0.0944 1.7646 2.8614
C3 1.3713 1.0760 2.7850
C4 1.7388 0.2176 1.7774
C5 1.0337 -0.2588 0.5979
C6 0.1863 0.3853 -0.1664
Si1 -0.4830 -0.2137 -1.8121
C7 0.0210 -2.0754 -2.2269
N1 -2.1761 -0.1299 -1.7058
H1 -1.9296 2.8672 2.8328
H2 2.1026 1.2928 3.5123
H3 2.5014 -0.4516 2.1679
H4 1.5857 -1.1919 0.3608
H5 -0.0345 1.3593 0.0329
H6 -0.1882 0.3010 -3.2619
H7 -0.3211 -2.5262 -3.2327
H8 1.0433 -2.2963 -2.3048
H9 -0.2359 -2.8799 -1.5151
H10 -2.4881 0.7254 -1.2055
H11 -2.9095 -0.3971 -2.4552

***

Entry x
Density functional theory data (ωB97M-V with the def2-TZVPD basis set) for the molecule C7H11NSi.

## Properties
- Orbital gap: 9.01 eV
- SMILES: C[SiH](C)c1ccccn1
- Net charge: 0

Atoms and positions in Å:
C1 1.3352 2.1235 -0.7897
Si1 -0.2286 1.0272 -0.4912
C2 -1.2867 1.5480 1.0250
C3 0.3704 -0.6924 -0.1217
C4 -0.9634 -1.9148 0.0102
C5 -0.4841 -3.1480 0.1376
C6 0.8180 -3.3389 0.4243
C7 1.8430 -2.4551 0.2013
N1 1.5394 -1.1060 -0.0164
H1 1.5437 2.8499 0.0624
H2 2.1584 1.4041 -0.8485
H3 1.2793 2.7067 -1.7695
H4 -1.1041 0.7501 -1.5967
H5 -2.3769 1.4649 0.8157
H6 -1.0262 0.8778 1.8800
H7 -0.9967 2.5465 1.4767
H8 -1.8066 -1.3498 0.0962
H9 -1.1267 -4.0334 0.2413
H10 1.1113 -4.3107 0.5554
H11 2.9384 -2.6497 0.1408

***

The least stable of them is entry w.

***

Entry w
Density functional theory data (ωB97M-V with the def2-TZVPD basis set) for a cluster of 2 separate species, C2H5NO4 in total.

## Properties
- Orbital gap: 11.29 eV
- SMILES: O=CNC(=O)O.O
- Net charge: 0

Atoms and positions in Å:
O1 0.7030 2.0494 0.0895
C1 0.5074 1.4164 1.0990
N1 0.3835 -0.0067 0.9049
C2 0.6318 -0.8757 -0.2869
O2 0.3785 -1.9968 -0.1688
O3 1.2004 -0.2505 -1.4062
H1 0.4857 1.7029 2.1335
H2 -0.0497 -0.4455 1.6687
H3 1.0078 0.7185 -1.3342
O4 -1.7313 -0.6600 -0.6312
H4 -2.2094 -1.3953 -0.7074
H5 -1.3077 -0.2568 -1.3608

***

Entry x
Density functional theory data (ωB97M-V with the def2-TZVPD basis set) for a cluster of 2 separate species, C2H5NO4 in total.

## Properties
- Orbital gap: 10.28 eV
- SMILES: O=CNC(=O)O.O
- Net charge: 0

Atoms and positions in Å:
O1 2.2582 -0.3105 1.2610
C1 1.0745 -0.4859 1.2227
N1 0.1159 -0.1246 0.2927
C2 -0.0127 -1.0915 -0.7393
O2 -0.5540 -2.1657 -0.4789
O3 1.0264 -1.1674 -1.6167
H1 0.7451 -1.1216 2.1011
H2 -0.4735 0.6874 0.1398
H3 1.0279 -2.0852 -1.8955
O4 -1.5435 2.3422 -0.3193
H4 -1.1790 2.9363 0.3535
H5 -2.4854 2.5864 -0.3211

***

Entry y
Density functional theory data (ωB97M-V with the def2-TZVPD basis set) for a cluster of 2 separate species, C2H5NO4 in total.

## Properties
- Orbital gap: 11.56 eV
- SMILES: NC(=O)O.O=CO
- Net charge: 0

Atoms and positions in Å:
N1 0.5260 0.8373 -2.2934
C1 0.4783 0.1028 -1.1668
O1 -0.4374 -0.6517 -0.8786
O2 1.5295 0.2783 -0.3774
H1 1.3936 1.2758 -2.5293
H2 -0.1500 0.6343 -3.0097
H3 1.2689 -0.0872 0.5072
O3 0.3733 -0.2127 2.1369
C2 -0.8051 -0.4197 2.3343
O4 -1.7135 -0.6410 1.4108
H4 -1.2196 -0.4478 3.3452
H5 -1.2440 -0.6683 0.5208

***

The least stable of them is entry x.

***

Entry w
Density functional theory data (ωB97M-V with the def2-TZVPD basis set) for the molecule C18H23ClN2O6.

## Properties
- Orbital gap: 8.75 eV
- SMILES: CCCOCCOC(=O)C1=C(C)NC(=O)N[C@@H]1c1cc(Cl)c(O)c(OC)c1
- Net charge: 0

Atoms and positions in Å:
C1 -4.6370 0.0331 1.0733
C2 -4.3173 -1.3937 0.6455
C3 -3.2169 -1.4189 -0.4201
O1 -1.9960 -0.8692 0.0348
C4 -1.1863 -1.7365 0.7913
C5 -0.1844 -2.5177 -0.0750
O2 0.9042 -1.6896 -0.4493
C6 1.9805 -1.6980 0.3718
O3 2.1122 -2.5019 1.2690
C7 2.9155 -0.6329 0.0328
C8 4.1004 -0.4844 0.6739
C9 4.6124 -1.4201 1.7149
N1 4.9045 0.5826 0.3797
C10 4.6232 1.5532 -0.5745
O4 5.3880 2.4695 -0.7744
N2 3.4831 1.3565 -1.2655
C11 2.4417 0.3815 -0.9838
C12 1.1839 1.0677 -0.4802
C13 1.1193 1.5207 0.8255
C14 -0.0490 2.0977 1.2975
Cl1 -0.1477 2.6332 2.9326
C15 -1.1611 2.2376 0.4791
O5 -2.3062 2.7802 0.9529
C16 -1.0763 1.7987 -0.8534
O6 -2.2203 1.9959 -1.5828
C17 -2.2545 1.5029 -2.8992
C18 0.0894 1.2238 -1.3223
H1 -5.0187 0.6046 0.2297
H2 -3.7379 0.5184 1.4435
H3 -5.3854 0.0380 1.8617
H4 -3.9969 -1.9714 1.5150
H5 -5.2060 -1.8750 0.2326
H6 -3.5189 -0.7883 -1.2610
H7 -3.0694 -2.4442 -0.7871
H8 -1.7929 -2.4468 1.3641
H9 -0.6264 -1.1066 1.4888
H10 0.1951 -3.3795 0.4843
H11 -0.6532 -2.8449 -1.0057
H12 5.6317 -1.1680 1.9977
H13 4.5743 -2.4450 1.3545
H14 3.9719 -1.3813 2.5942
H15 5.7839 0.6957 0.8633
H16 3.2445 2.0893 -1.9167
H17 2.1980 -0.1344 -1.9241
H18 1.9627 1.4136 1.4888
H19 -2.9635 2.7425 0.2442
H20 -1.5343 2.0228 -3.5389
H21 -3.2627 1.6982 -3.2626
H22 -2.0562 0.4278 -2.9246
H23 0.1553 0.8625 -2.3356

***

Entry x
Density functional theory data (ωB97M-V with the def2-TZVPD basis set) for the molecule C18H23ClN2O6.

## Properties
- Orbital gap: 8.90 eV
- SMILES: CCOCCOC(=O)C1=C(C)N(C)C(=O)N[C@H]1c1cc(Cl)c(O)c(OC)c1
- Net charge: 0

Atoms and positions in Å:
C1 -6.0573 0.3708 3.2467
C2 -4.7889 -0.0493 2.7614
O1 -4.0264 1.0997 2.7495
C3 -2.7120 0.9615 1.9693
C4 -1.6922 0.1311 2.6383
O2 -0.3731 0.1727 2.1264
C5 0.4546 -0.9149 2.1505
O3 0.0794 -1.7776 2.7558
C6 1.7053 -0.6556 1.5044
C7 2.6834 -1.6784 1.2187
C8 2.7735 -2.8233 1.9771
N1 3.5858 -1.3443 0.1488
C9 4.6856 -2.2925 0.3006
C10 3.9109 -0.0105 -0.1372
O4 4.8679 0.0799 -0.9236
N2 3.0882 1.0232 0.0243
C11 1.6985 0.7614 0.4964
C12 0.5440 0.5829 -0.4837
C13 0.7497 -0.3212 -1.4408
C14 -0.2158 -0.5552 -2.5746
Cl1 -0.2099 -1.7472 -3.6168
C15 -1.0100 0.6292 -2.6161
O5 -2.0810 0.4149 -3.6262
C16 -1.1679 1.6284 -1.6722
O6 -2.2650 2.5410 -2.0053
C17 -2.3348 3.6868 -1.3623
C18 -0.1758 1.7835 -0.6877
H1 -6.6412 1.0640 2.4118
H2 -6.6871 -0.7279 3.3923
H3 -5.8226 0.7658 4.2301
H4 -4.3310 -0.7391 3.4159
H5 -4.7752 -0.4952 1.6748
H6 -2.7222 0.4966 0.8808
H7 -2.2076 1.8739 1.8411
H8 -1.8027 -0.7723 2.8930
H9 -1.3693 0.8708 3.6920
H10 3.4910 -2.7742 2.4150
H11 2.7896 -3.4933 1.2173
H12 1.8531 -2.9207 2.4655
H13 5.3115 -2.0182 -0.6327
H14 5.3004 -2.3141 1.0686
H15 4.2654 -3.1878 -0.3029
H16 3.1044 1.8926 -0.5592
H17 1.4071 1.5278 1.1343
H18 1.3969 -1.2004 -1.5293
H19 -2.6558 1.1431 -3.7222
H20 -3.1270 4.1893 -1.4309
H21 -2.4380 3.4281 -0.1998
H22 -1.3902 4.3196 -1.2005
H23 -0.3604 2.1944 0.0819

***

The least stable of them is entry x.

***

Entry w
Density functional theory data (ωB97M-V with the def2-TZVPD basis set) for the molecule C9H11NO3.

## Properties
- Orbital gap: 10.11 eV
- SMILES: C[C@]12C=CCC[C@H]1C(=O)N(O)C2=O
- Net charge: 0

Atoms and positions in Å:
C1 -0.2552 -1.6713 -1.6324
C2 -0.4370 -0.9114 -0.3694
C3 -1.3023 0.3267 -0.5044
C4 -1.0976 1.5302 0.0546
C5 0.1005 1.8392 0.8210
C6 1.1889 0.9106 0.4300
C7 0.7690 -0.5032 0.4690
C8 0.4272 -0.9738 1.8578
O1 1.0249 -0.7924 2.8759
N1 -0.6642 -1.7777 1.7815
O2 -1.2738 -2.1939 2.9441
C9 -1.3013 -1.8853 0.5745
O3 -2.1809 -2.6225 0.2260
H1 0.4976 -1.3243 -2.2826
H2 -1.2720 -1.6681 -2.2247
H3 -0.0829 -2.8061 -1.2838
H4 -2.3273 0.2350 -1.0141
H5 -1.8885 2.1593 -0.0509
H6 0.2925 2.9612 0.6801
H7 -0.1897 1.6272 1.9027
H8 1.2953 1.1542 -0.6801
H9 2.2322 1.1299 0.8997
H10 1.6784 -1.2419 0.2359
H11 -0.6056 -2.0458 3.6016

***

Entry x
Density functional theory data (ωB97M-V with the def2-TZVPD basis set) for the molecule C9H11NO3.

## Properties
- Orbital gap: 8.82 eV
- SMILES: NC[C@H]1OCc2c1ccc(O)c2O
- Net charge: 0

Atoms and positions in Å:
N1 -2.9185 -1.6346 0.5135
C1 -2.8404 -0.1863 0.6245
C2 -1.9740 0.3191 -0.5506
O1 -1.7743 1.7491 -0.5517
C3 -0.5348 2.0739 0.0409
C4 0.2877 0.7984 -0.0352
C5 -0.5969 -0.2314 -0.3904
C6 -0.1365 -1.5223 -0.5227
C7 1.2212 -1.8156 -0.3209
C8 2.0967 -0.7690 -0.0678
O2 3.4274 -0.9918 0.1806
C9 1.6168 0.5200 0.1110
O3 2.6334 1.4416 0.4100
H1 -2.1234 -2.0812 0.8982
H2 -3.7295 -1.9190 1.0045
H3 -2.4744 0.1848 1.5773
H4 -3.9091 0.1449 0.4840
H5 -2.4945 0.0115 -1.4769
H6 -0.6792 2.4200 1.1109
H7 -0.1112 2.9550 -0.4378
H8 -0.7881 -2.3173 -0.8174
H9 1.6305 -2.8112 -0.4024
H10 3.8802 -0.1633 0.2510
H11 2.0969 2.3064 0.5695

***

The least stable of them is entry w.

***

Entry w
Density functional theory data (ωB97M-V with the def2-TZVPD basis set) for the molecule C3H5P.

## Properties
- Orbital gap: 9.34 eV
- SMILES: CC1=PC1
- Net charge: 0

Atoms and positions in Å:
C1 -1.0429 0.7950 0.1026
C2 0.3534 0.4516 0.0055
P1 1.9629 0.3388 0.2275
C3 0.9242 -1.1421 -0.2167
H1 -1.3627 0.6488 1.1284
H2 -1.4973 0.3923 -0.7425
H3 -1.1283 1.9326 -0.0357
H4 0.8178 -1.8873 0.6627
H5 0.9728 -1.5298 -1.1317

***

Entry x
Density functional theory data (ωB97M-V with the def2-TZVPD basis set) for a structure of composition C3H5P.

## Properties
- Orbital gap: 9.12 eV
- Net charge: 0

Atoms and positions in Å:
C1 0.9661 1.1142 -0.0856
C2 -0.2149 0.3421 0.0984
C3 0.4742 -0.9707 -0.0845
P1 2.1461 -0.1381 0.0100
H1 0.9969 2.1714 0.0035
H2 -0.7518 0.7719 1.0246
H3 -1.1361 0.3515 -0.6912
H4 0.3978 -1.4857 0.8570
H5 0.1513 -1.5877 -0.9099

***

The least stable of them is entry w.

***

Entry w
Density functional theory data (ωB97M-V with the def2-TZVPD basis set) for a cluster of 5 separate species, C22H24Cl2N4 in total.

## Properties
- Orbital gap: 10.27 eV
- SMILES: c1ccncc1.c1ccncc1.c1ccncc1.c1ccncc1.ClCCCl
- Net charge: 0

Atoms and positions in Å:
C1 15.1217 -16.5703 -13.5198
C2 15.3146 -16.0563 -14.7781
C3 15.8407 -16.8980 -15.7624
N1 16.1700 -18.1694 -15.5338
C4 15.9841 -18.6495 -14.2945
C5 15.4438 -17.8882 -13.2651
H1 14.6755 -15.9191 -12.7760
H2 15.0916 -15.0491 -15.1046
H3 16.0069 -16.5190 -16.7618
H4 16.2716 -19.6862 -14.1851
H5 15.2936 -18.3262 -12.2862
C6 18.1663 -22.5775 -12.7160
C7 18.9969 -21.9296 -11.8061
C8 18.4646 -20.8052 -11.1730
N2 17.1727 -20.4663 -11.2788
C9 16.3789 -21.1608 -12.0846
C10 16.8263 -22.2604 -12.8060
H6 18.6011 -23.3684 -13.3175
H7 20.0125 -22.2904 -11.7356
H8 18.9982 -20.2088 -10.4462
H9 15.3442 -20.8453 -12.1687
H10 16.1543 -22.7424 -13.5038
C11 17.7792 -20.3108 -6.4487
C12 17.6773 -20.8481 -7.7210
C13 17.9255 -22.1999 -7.8738
N3 18.3604 -22.9749 -6.8795
C14 18.4776 -22.4450 -5.6546
C15 18.1877 -21.1058 -5.3963
H11 17.5132 -19.2709 -6.3042
H12 17.3320 -20.2162 -8.5290
H13 17.8750 -22.6316 -8.8663
H14 18.8292 -23.1763 -4.9417
H15 18.2968 -20.7284 -4.3883
C16 22.7749 -26.5739 -13.4854
C17 22.7027 -25.1928 -13.5245
C18 21.4412 -24.6099 -13.6443
N4 20.3139 -25.3268 -13.7009
C19 20.4165 -26.6508 -13.6738
C20 21.6202 -27.3364 -13.5530
H16 23.7551 -27.0245 -13.3845
H17 23.5842 -24.5692 -13.4872
H18 21.2781 -23.5443 -13.7531
H19 19.4928 -27.2093 -13.7778
H20 21.7102 -28.4120 -13.5157
Cl1 19.5343 -14.5622 -12.4929
C21 18.3103 -15.8370 -12.3032
C22 18.8660 -17.2349 -12.2272
Cl2 19.8190 -17.5339 -10.7392
H21 17.5562 -15.8080 -13.0837
H22 17.7938 -15.6293 -11.3656
H23 19.5655 -17.4710 -13.0253
H24 18.0662 -17.9706 -12.2004

***

Entry x
Density functional theory data (ωB97M-V with the def2-TZVPD basis set) for a cluster of 5 separate species, C22H24Cl2N4 in total.

## Properties
- Orbital gap: 10.06 eV
- SMILES: c1ccncc1.c1ccncc1.c1ccncc1.c1ccncc1.ClCCCl
- Net charge: 0

Atoms and positions in Å:
C1 0.8871 6.6771 3.0251
C2 1.2678 6.0535 1.8364
C3 1.6240 6.8465 0.8009
N1 1.7634 8.1985 0.8816
C4 1.3542 8.8044 2.0384
C5 0.8695 8.1032 3.1164
H1 0.6072 6.0717 3.8745
H2 1.1687 4.9895 1.6800
H3 1.9109 6.3798 -0.1298
H4 1.3798 9.8799 1.9434
H5 0.5796 8.5951 4.0332
C6 -1.4482 2.1068 -0.2426
C7 -2.5128 2.3459 -1.1342
C8 -2.5874 1.5440 -2.2973
N2 -1.6812 0.6059 -2.6227
C9 -0.6581 0.4547 -1.7769
C10 -0.4691 1.1450 -0.5469
H6 -1.4565 2.7524 0.6232
H7 -3.1032 3.2354 -0.9709
H8 -3.4444 1.6404 -2.9474
H9 0.1914 -0.1524 -2.0532
H10 0.4623 1.0047 -0.0185
C11 5.9122 -3.7837 0.8627
C12 5.1355 -3.3854 1.9417
C13 3.9445 -2.6807 1.6241
N3 3.5523 -2.4289 0.3365
C14 4.3443 -2.9646 -0.6611
C15 5.4955 -3.6551 -0.4198
H11 6.7960 -4.3898 0.9963
H12 5.4991 -3.3672 2.9585
H13 3.4690 -2.1076 2.4063
H14 3.9628 -2.9004 -1.6694
H15 6.0602 -4.1745 -1.1798
C16 -1.2397 -3.2457 4.3402
C17 -2.0577 -4.2162 4.8011
C18 -3.0199 -4.8113 3.9170
N4 -3.1225 -4.4043 2.6483
C19 -2.2614 -3.3761 2.1849
C20 -1.3175 -2.7894 3.0229
H16 -0.5639 -2.7374 5.0120
H17 -2.0409 -4.4561 5.8539
H18 -3.7148 -5.5955 4.1791
H19 -2.2186 -3.1043 1.1405
H20 -0.6947 -1.9628 2.7144
Cl1 -4.3891 -0.6092 -7.1047
C21 -3.5596 -2.1155 -6.4557
C22 -3.6135 -3.3022 -7.3654
Cl2 -2.7186 -2.9134 -8.8509
H21 -4.0651 -2.3636 -5.5224
H22 -2.5286 -1.7855 -6.3282
H23 -4.6574 -3.5160 -7.5950
H24 -3.0929 -4.1395 -6.9007

***

The least stable of them is entry x.

***

Entry w
Density functional theory data (ωB97M-V with the def2-TZVPD basis set) for the ion C2H5N4O with charge +1.

## Properties
- Orbital gap: 10.36 eV
- SMILES: N#CON/[NH+]=C/N
- Net charge: +1

Atoms and positions in Å:
N1 1.8187 -1.8867 -2.6428
C1 1.9772 -0.8414 -2.2367
O1 2.1459 0.3343 -1.7896
N2 1.8932 0.2592 -0.3596
N3 0.4732 0.3887 -0.2360
C2 -0.1289 -0.5278 0.4608
N4 -1.4630 -0.3437 0.5704
H1 2.6768 1.1212 0.0876
H2 -0.1338 1.0315 -0.7479
H3 0.2378 -1.2507 1.0773
H4 -2.0553 -1.0543 1.0232
H5 -1.9039 0.4601 0.1201

***

Entry x
Density functional theory data (ωB97M-V with the def2-TZVPD basis set) for the ion C2H5N4O with charge +1.

## Properties
- Orbital gap: 11.22 eV
- SMILES: N#CO[NH+]=C(N)N
- Net charge: +1

Atoms and positions in Å:
N1 -3.1352 -0.3356 -0.8968
C1 -2.4262 -0.0088 -0.0644
O1 -1.4010 0.2436 1.1771
N2 -0.3340 0.8080 0.6362
C2 0.5882 0.0170 0.0599
N3 1.7168 0.5444 -0.4251
N4 0.3528 -1.2583 0.0484
H1 -0.3986 1.8024 0.4827
H2 2.5495 -0.0342 -0.7956
H3 2.0069 1.4386 -0.3776
H4 1.0773 -1.8361 -0.3234
H5 -0.5966 -1.3809 0.4785

***

The least stable of them is entry w.

***

Entry w
Density functional theory data (ωB97M-V with the def2-TZVPD basis set) for a cluster of 3 separate species, C2H10N2O2 in total.

## Properties
- Orbital gap (alpha / beta): 10.05 / 5.79 eV
- Net charge: +1
- 2S+1: 2

Atoms and positions in Å:
C1 -1.0825 -0.4379 0.4155
N1 0.1428 -0.2134 -0.3374
C2 1.2803 0.2156 0.1989
N2 2.0762 0.9454 -0.5364
H1 -1.3938 -1.4697 0.4783
H2 -1.9051 0.0970 -0.0546
H3 -0.9422 -0.0441 1.4200
H4 -0.0067 0.1372 -1.2868
H5 1.3744 0.0536 1.2733
H6 2.7754 1.3834 0.0735
H7 -5.2951 -0.4913 1.5377
H8 -5.5030 0.8068 0.8079
O1 -4.8868 0.3727 1.4119
H9 5.1301 -0.6537 -1.4619
H10 3.8046 -0.0205 -1.8133
O2 4.4315 -0.6811 -2.1268

***

Entry x
Density functional theory data (ωB97M-V with the def2-TZVPD basis set) for a cluster of 3 separate species, C2H10N2O2 in total.

## Properties
- Orbital gap (alpha / beta): 9.30 / 6.72 eV
- Net charge: +1
- 2S+1: 2

Atoms and positions in Å:
C1 -0.7452 2.4703 -0.5103
C2 -0.6290 1.5984 0.5772
N1 0.3140 0.5749 0.6670
N2 -0.6772 2.0215 -1.7992
H1 -1.1779 3.4631 -0.3949
H2 -1.2743 1.6258 1.4512
H3 1.2196 0.7392 0.2242
H4 -0.0059 -0.2808 0.2022
H5 -0.2668 2.7799 -2.3444
H6 -0.2210 1.1138 -1.8361
H7 1.1662 -2.1903 0.2917
H8 2.0135 -2.7407 1.4277
O1 2.0087 -2.0351 0.7679
H9 -1.1867 -2.6026 0.8040
H10 -1.0439 -3.4154 -0.5136
O2 -0.5632 -3.0554 0.2223

***

The least stable of them is entry w.